Computed, not measured: a structure of composition As2F12Rb, with ωB97M-V with the def2-TZVPD basis set.

The geometry in XYZ format:
```
15
Properties=species:S:1:pos:R:3:forces:R:3
Rb -0.10846 -1.46105 0.64824 0.0 0.5 -0.1
As 0.60567 1.66616 2.90708 0.1 0.5 0.7
F 0.47488 2.35811 1.34115 0.0 0.0 -0.4
F 1.48862 0.29386 2.25428 -0.2 -0.4 -0.4
F 0.70094 0.90515 4.45561 0.0 -0.1 0.2
F -0.22577 3.00266 3.61552 -0.1 0.1 0.0
F -0.91958 0.84899 2.63213 0.0 -0.4 -0.2
F 2.11748 2.45981 3.14715 0.2 0.0 0.1
As -0.59045 -1.42909 -3.03705 -0.2 0.1 0.1
F -1.65952 -0.82934 -1.78442 0.0 0.2 0.2
F -1.06207 -0.16102 -4.09191 -0.1 0.2 -0.1
F 0.48371 -2.10026 -4.18247 0.4 -0.2 -0.3
F -0.15176 -2.67508 -1.86435 0.2 -0.2 0.1
F -1.85476 -2.43078 -3.62334 -0.3 -0.3 0.0
F 0.70106 -0.44811 -2.41761 0.0 0.0 0.4
```
Positions in Å, forces in eV/Å.

For the frontier orbital gap, the calculation gives 11.725 eV. The LUMO energy is 1.8 eV. Its net charge is -1. As for the spin multiplicity: 1.

Computed, not measured: a structure of composition AsF6H26O13, with ωB97M-V with the def2-TZVPD basis set.

The geometry in XYZ format:
```
46
Properties=species:S:1:pos:R:3:forces:R:3
As -0.37628 0.14342 0.17421 -0.1 0.7 -0.2
F 0.57854 0.14758 1.62700 0.1 -0.3 -0.2
F -0.41364 1.88676 0.25997 0.0 0.0 0.2
F -1.32842 0.27094 -1.29655 0.3 -0.2 0.3
F -0.28923 -1.58620 -0.00530 0.0 0.3 0.0
F -1.81683 0.01933 1.12005 0.1 -0.1 -0.1
F 1.07177 0.24233 -0.80233 -0.3 0.0 0.1
O -4.21862 0.73498 -3.30048 -0.1 0.0 -0.1
H -5.06755 0.28474 -3.23398 0.0 0.1 0.0
H -4.01271 0.99847 -2.39522 0.1 0.0 0.0
O -3.06744 -1.68697 -2.19590 0.1 -0.2 0.0
H -2.33555 -1.11568 -1.91444 -0.3 -0.2 -0.1
H -3.45027 -1.22267 -2.94975 0.1 0.1 0.1
O 2.25124 3.79700 -0.30573 -0.2 0.0 0.2
H 1.38613 3.36838 -0.29749 0.1 -0.1 -0.1
H 2.63595 3.57681 0.54827 0.1 -0.1 -0.1
O 3.02417 1.38797 -3.43025 0.0 -0.2 0.2
H 2.31530 0.72342 -3.38782 0.3 0.3 -0.3
H 3.57630 1.20866 -2.65454 0.0 0.1 -0.2
O -0.93058 -3.95587 1.30582 0.2 0.0 0.0
H -0.60411 -3.27197 0.70579 -0.2 -0.2 0.1
H -1.85183 -3.72039 1.45077 0.0 0.0 0.0
O 2.31657 -3.09802 2.17276 0.0 0.2 0.0
H 2.81233 -2.84193 1.38677 -0.1 0.0 0.0
H 1.39515 -2.90486 1.95973 0.0 -0.1 0.1
O 0.05773 -4.16113 -2.53706 0.0 0.0 0.0
H 0.11724 -3.47219 -1.86721 0.0 0.0 0.0
H -0.07928 -3.68108 -3.35955 0.0 0.1 0.0
O 3.88500 -0.10366 1.90373 -0.3 0.1 0.3
H 2.91677 -0.12489 1.91027 0.1 -0.1 0.0
H 4.13983 -0.48863 2.74796 0.0 -0.1 -0.1
O -3.71465 2.33133 2.37356 0.1 0.0 0.0
H -2.82626 2.47427 2.73353 -0.3 0.1 -0.1
H -3.64694 1.49630 1.89929 0.0 0.0 0.0
O 3.85849 0.34964 -0.82377 0.0 0.1 0.2
H 2.92045 0.57740 -0.78526 0.2 -0.1 0.0
H 4.11905 0.28360 0.11018 0.1 0.0 -0.3
O 0.78146 -0.35625 -3.65611 -0.2 -0.2 0.2
H -0.10131 -0.34242 -4.03888 0.0 0.1 0.0
H 0.63625 -0.19694 -2.71177 0.0 -0.1 -0.1
O -0.97106 3.10767 3.12126 0.3 0.0 -0.2
H -0.49483 2.74273 2.36121 -0.1 0.0 -0.1
H -0.39457 3.79443 3.47013 -0.1 0.0 0.1
O -1.69129 0.77015 4.58543 0.1 0.1 -0.1
H -1.62419 0.04445 3.95619 0.0 0.0 0.0
H -1.48828 1.56900 4.06552 0.1 -0.3 0.3
```
Positions in Å, forces in eV/Å.

For the frontier orbital gap, the calculation gives 9.954 eV. The LUMO energy is 2.1 eV. Its net charge is -1. As for the spin multiplicity: 1.

Computed, not measured: a structure of composition AsF6H30O15, with ωB97M-V with the def2-TZVPD basis set.

The geometry in XYZ format:
```
52
Properties=species:S:1:pos:R:3:forces:R:3
As 0.58746 0.28028 -0.76148 0.0 0.1 -0.4
F -0.90740 1.25371 -0.89972 0.9 -0.4 0.3
F 1.37354 1.46868 -1.77551 -0.1 -0.4 0.2
F 2.06712 -0.67425 -0.67665 -0.7 0.5 -0.2
F -0.25841 -0.91159 0.17722 0.2 0.5 0.1
F 0.07855 -0.62212 -2.21643 0.4 0.6 0.9
F 1.11162 1.19532 0.65585 -0.7 -0.8 -0.9
O 4.96742 0.71598 -1.13923 0.0 0.1 0.0
H 4.85860 0.60767 -0.18790 0.0 0.0 0.0
H 4.18354 0.30689 -1.51958 0.0 0.0 0.0
O -0.15056 -4.60744 -2.73816 -0.1 -0.3 -0.2
H -0.93472 -4.69309 -2.17114 0.3 0.3 -0.1
H 0.28501 -3.80995 -2.43131 0.0 0.2 0.0
O -0.53229 2.67419 2.73770 0.1 -0.2 -0.2
H 0.07149 3.13936 2.14632 0.1 0.0 0.1
H -1.28201 2.41578 2.16898 0.0 0.2 0.4
O 0.30330 -4.46766 1.28814 0.2 0.0 0.2
H -0.03176 -4.92888 2.06476 0.0 0.1 0.0
H 0.81002 -3.72683 1.64328 -0.1 0.1 -0.1
O -1.42969 0.65922 -4.29283 -0.1 0.0 0.0
H -2.18217 0.17100 -4.63856 0.0 0.0 0.0
H -1.14903 0.16500 -3.50939 0.2 0.1 -0.1
O -1.07525 4.58380 -0.38517 -0.3 -0.1 0.1
H -0.59104 3.76681 -0.54546 0.0 0.0 0.0
H -1.02596 5.05900 -1.21772 0.1 0.0 0.0
O 4.10129 -2.20241 0.46281 0.0 0.1 -0.1
H 3.44210 -1.58851 0.10516 0.1 -0.2 0.2
H 3.60608 -2.77276 1.05605 0.0 0.1 0.0
O -2.01730 -0.74929 3.10270 -0.1 0.0 -0.1
H -2.48133 -1.26818 2.42872 0.1 -0.1 -0.1
H -1.37132 -0.23022 2.60985 0.0 0.0 0.0
O -3.24391 -2.44602 0.78282 0.1 0.3 0.0
H -3.31698 -1.59722 0.30389 0.3 -0.4 0.5
H -2.50334 -2.95069 0.38859 -0.7 0.3 0.0
O -1.79568 -4.41509 -0.50289 0.3 0.0 0.0
H -2.04722 -5.32226 -0.30284 -0.1 0.1 0.1
H -0.96658 -4.26511 0.00068 -0.1 -0.3 -0.1
O -3.26641 -0.04872 -0.79487 0.1 -0.2 -0.1
H -2.33529 0.20466 -0.95438 -0.4 -0.1 0.1
H -3.40658 -0.86579 -1.28786 0.0 0.3 -0.3
O 2.67954 3.33612 1.35763 0.0 0.0 -0.2
H 2.99573 3.96986 0.70553 0.0 0.0 0.0
H 2.33601 2.59649 0.83481 0.1 0.1 0.2
O 2.44004 0.47099 3.35869 -0.1 -0.1 0.1
H 1.55429 0.85900 3.35443 0.1 0.1 -0.1
H 2.93479 1.00210 3.98884 0.0 0.1 -0.1
O -3.01183 2.26430 1.58142 -0.2 0.0 -0.3
H -3.68489 1.71052 1.99088 0.2 -0.1 0.1
H -3.07847 2.07130 0.63762 0.0 0.0 0.1
O 1.32092 4.38639 -2.25202 0.0 0.1 0.0
H 1.45812 3.47685 -1.96294 0.0 -0.1 -0.1
H 0.51089 4.35284 -2.76935 0.1 -0.1 -0.1
```
Positions in Å, forces in eV/Å.

For the frontier orbital gap, the calculation gives 10.045 eV. The LUMO energy is 2.0 eV. Its net charge is -1. As for the spin multiplicity: 1.

Computed, not measured: a structure of composition AsF6H32O16, with ωB97M-V with the def2-TZVPD basis set.

The geometry in XYZ format:
```
55
Properties=species:S:1:pos:R:3:forces:R:3
As 13.82311 17.75847 -22.93646 -0.1 0.4 0.6
F 14.20492 16.27007 -23.88705 -0.3 1.5 1.3
F 15.58091 18.21110 -22.81188 -2.4 -0.1 -1.3
F 13.41882 19.29787 -22.05523 0.4 -2.4 -1.2
F 12.04429 17.32230 -22.94029 2.3 0.4 -0.1
F 14.13749 16.87868 -21.39996 -0.8 0.6 -1.7
F 13.60485 18.57048 -24.54013 0.5 -0.4 1.5
O 15.52704 17.82361 -26.99486 -0.3 -0.4 0.0
H 15.97616 18.07306 -26.18721 0.3 0.2 0.4
H 16.13763 18.06193 -27.69243 0.1 0.2 -0.2
O 16.96639 19.68515 -24.79961 0.0 -0.1 -0.3
H 17.59421 20.39751 -24.67875 0.2 0.2 -0.1
H 16.77373 19.38195 -23.91237 -0.3 -0.2 0.4
O 17.05489 17.40363 -20.95745 0.6 -0.4 0.5
H 16.16559 17.27717 -21.28818 0.0 0.0 0.2
H 17.24402 18.32697 -21.12448 0.0 0.1 0.0
O 10.40977 14.98311 -23.05822 -0.8 0.4 -0.7
H 10.43801 14.22838 -23.64629 -0.2 -0.2 -0.1
H 11.28714 15.02381 -22.67770 0.7 -0.1 0.4
O 13.20901 14.02399 -25.10406 -0.2 -0.1 -0.5
H 13.65595 14.39881 -24.34513 0.1 0.2 0.1
H 12.49248 13.51043 -24.73115 0.0 -0.2 0.1
O 11.08302 19.51928 -25.20788 -0.4 -0.7 -0.7
H 12.00176 19.27269 -25.31434 0.5 0.0 -0.1
H 11.03714 19.90159 -24.33154 -0.5 0.2 0.7
O 13.79719 21.64026 -23.30338 0.2 0.3 -0.1
H 12.87545 21.80836 -23.10746 -0.2 0.2 0.1
H 13.80244 20.77194 -23.70615 0.1 -0.1 -0.1
O 9.47889 19.64440 -22.83100 0.3 0.6 -0.7
H 8.98883 19.86872 -22.03995 0.0 0.0 0.2
H 9.68088 18.71397 -22.73242 -0.1 -0.2 0.5
O 12.77206 14.20802 -22.04514 0.2 -0.1 0.0
H 13.00686 13.43349 -21.53407 -0.1 -0.3 0.1
H 13.56349 14.74641 -22.04228 0.3 0.5 0.0
O 14.25922 15.53000 -19.03854 0.0 0.1 0.2
H 14.04094 14.94052 -18.31667 0.0 -0.1 0.3
H 14.33073 14.95770 -19.80248 0.1 0.0 -0.2
O 10.64335 16.50813 -25.85748 -2.2 -1.4 0.1
H 10.44422 17.18320 -25.20874 -0.4 1.3 1.5
H 11.50580 16.74799 -26.19643 3.3 0.6 -1.4
O 12.83796 17.35175 -27.07702 -1.4 -0.3 0.2
H 13.11279 16.87377 -27.85948 0.1 -0.2 -0.2
H 13.64982 17.70728 -26.71548 0.8 0.0 0.2
O 14.98378 20.66337 -26.65662 -0.4 0.5 -0.4
H 15.55386 20.47961 -25.90997 0.3 -0.1 0.4
H 14.44052 19.87994 -26.74230 0.0 -0.1 -0.1
O 12.02691 21.19780 -20.08644 -0.1 0.4 0.0
H 12.43708 20.73002 -20.81388 0.2 -0.1 -0.2
H 11.38139 20.58239 -19.73889 -0.1 -0.2 0.2
O 9.40077 17.20201 -21.60568 -0.1 0.3 0.1
H 9.76474 16.62200 -22.27452 0.1 -0.5 -0.1
H 9.08387 16.61129 -20.92241 -0.1 -0.1 0.2
O 12.53687 18.12557 -19.05088 -0.5 0.3 0.2
H 13.15405 17.47126 -18.72345 0.3 -0.3 -0.1
H 12.78401 18.25131 -19.96703 0.1 0.0 -0.2
```
Positions in Å, forces in eV/Å.

The expectation value of S² is 0.75. For the frontier orbital gap (spin up / spin down), the calculation gives 9.339 / 3.161 eV. The LUMO energy (spin up / spin down) is -1.1 / -7.3 eV. As for the spin multiplicity: 2.

Number 1: strongest force on any atom 0.86 eV Å⁻¹. Number 2: strongest force on any atom 0.74 eV Å⁻¹. Number 3: strongest force on any atom 1.43 eV Å⁻¹. Number 4: strongest force on any atom 3.62 eV Å⁻¹.